{"formula": "C14H27CrO", "method": "ωB97M-V/def2-TZVPD", "elements": ["C", "H", "H", "H", "C", "H", "H", "C", "H", "H", "H", "C", "C", "C", "C", "C", "C", "C", "C", "C", "C", "Cr", "H", "H", "H", "H", "H", "H", "H", "H", "H", "H", "H", "H", "H", "H", "H", "C", "O", "H", "H", "H", "H"], "xyz": [[0.0579, -3.0449, 0.8270], [-0.0881, -3.8809, 1.5214], [-0.7825, -3.0483, 0.1227], [0.0087, -2.1154, 1.4046], [1.3928, -3.1760, 0.0862], [1.5277, -2.3131, -0.5789], [2.2173, -3.1395, 0.8100], [1.4879, -4.4689, -0.7305], [2.4480, -4.5448, -1.2522], [1.3857, -5.3486, -0.0840], [0.6913, -4.5163, -1.4827], [-0.2210, 2.2164, 0.0549], [0.3590, 1.6475, -1.1511], [-0.4982, 0.6227, -1.5485], [-1.6814, 0.6392, -0.6985], [-1.5591, 1.6740, 0.2272], [-2.5819, 2.1682, 1.1924], [-2.8566, -0.2613, -0.8889], [-0.3208, -0.2963, -2.7116], [1.6088, 2.1103, -1.8194], [0.2871, 3.4433, 0.7388], [0.1725, 0.2496, 0.6381], [-3.4994, -0.2793, -0.0100], [-3.4666, 0.0620, -1.7360], [-2.5552, -1.2897, -1.0908], [-3.3068, 1.3961, 1.4462], [-2.1307, 2.5034, 2.1251], [-3.1374, 3.0139, 0.7773], [1.3756, 3.4800, 0.7465], [-0.0699, 4.3413, 0.2283], [-0.0488, 3.4974, 1.7733], [2.0654, 1.3215, -2.4158], [1.4083, 2.9515, -2.4886], [2.3557, 2.4403, -1.0987], [-0.6264, -1.3166, -2.4768], [-0.9239, 0.0268, -3.5639], [0.7161, -0.3365, -3.0412], [1.3198, 0.4557, 2.9897], [1.3170, 1.2047, 1.8102], [0.2815, 0.3847, 3.3744], [1.9387, 0.9663, 3.7577], [1.7077, -0.5699, 2.8018], [2.2242, 1.1293, 1.4144]], "forces_ev_per_a": [[0.1, -0.5, -0.8], [0.0, 0.4, 0.0], [0.1, 0.0, 0.1], [-0.1, 0.5, 0.5], [0.1, -0.1, 0.2], [0.1, 0.1, -0.2], [-0.1, 0.0, -0.1], [-0.1, 0.0, 0.0], [-0.2, 0.0, 0.1], [0.0, 0.2, -0.1], [0.1, 0.0, 0.1], [-0.5, 1.5, -1.1], [0.2, 1.0, 1.5], [-1.7, -1.3, -0.2], [0.4, -1.3, -1.3], [0.9, 0.8, 0.4], [0.1, -0.4, 0.3], [-0.1, -0.2, 0.1], [0.2, -0.2, 0.1], [0.3, -0.4, 0.2], [0.1, 0.0, 0.1], [-2.0, -0.8, -2.2], [0.0, 0.0, 0.0], [0.1, 0.1, 0.0], [0.0, 0.0, -0.1], [0.0, 0.0, -0.1], [0.1, 0.1, 0.0], [0.1, 0.0, -0.1], [0.0, 0.1, -0.1], [0.0, -0.1, -0.1], [0.0, 0.0, 0.0], [-0.1, 0.0, -0.1], [-0.1, 0.0, 0.1], [0.0, 0.2, 0.0], [-0.1, 0.0, 0.0], [0.0, 0.1, 0.1], [0.0, 0.1, 0.0], [0.3, -1.4, 2.8], [2.7, 0.5, -0.7], [0.5, 0.2, -0.2], [-0.4, -0.5, -0.4], [-0.1, 0.5, 0.3], [-0.6, 0.7, 0.6]], "total_charge": 2, "total_energy_ev": -45407.51270, "lumo_ev": [-9.569, -8.050], "s2": 4.22, "multiplicity": 4, "mol_weight_g_mol": 263.365}